The following is a quantum chemistry calculation of 2 unconnected molecules or ions with the total composition C20H39FNO5 in a non-equilibrium geometry, from OMol25.

ORCA input file:
```
! RIJCOSX wB97M-V def2-TZVPD def2/J DEFGRID3
* xyz 1 1
C -3.3657 -3.5276 -0.8142
C -2.2784 -4.5970 -0.6807
C -1.9744 -4.9134 0.7963
C -1.0541 -4.3039 -1.5448
C -0.2958 -2.9874 -1.1945
C 0.3837 -2.4913 -2.4907
C 0.6925 -3.3083 -0.0597
O 1.9081 -2.5474 -0.0729
C 1.7145 -1.1892 0.1052
C 3.0893 -0.6252 -0.3723
N 3.4885 0.5359 0.4920
C 3.6682 1.8867 -0.1518
C 2.4435 2.7761 -0.1145
C 2.9143 4.2275 -0.0280
F 1.7160 2.6338 -1.2596
C 2.8030 0.4098 1.8260
C 1.6496 -0.6014 1.5493
C 1.2939 -1.4891 2.7369
C 1.0467 -0.5438 3.9217
O 0.1145 0.1674 3.9360
H -3.1579 -2.6762 -0.1720
H -4.3216 -3.9664 -0.5479
H -3.4323 -3.1802 -1.8415
H -2.7278 -5.5012 -1.0915
H -0.9565 -5.2854 0.8640
H -1.9900 -3.9936 1.3795
H -2.6730 -5.6359 1.1907
H -1.4306 -4.1593 -2.5567
H -0.3716 -5.1479 -1.6100
H -1.0679 -2.2812 -0.9007
H -0.1895 -1.6396 -2.8551
H 1.4025 -2.1358 -2.3641
H 0.3313 -3.2189 -3.2880
H 0.9837 -4.3485 -0.1343
H 0.1952 -3.2188 0.9017
H 0.9519 -0.7174 -0.5119
H 3.2691 -0.5302 -1.4353
H 3.7694 -1.4014 -0.0258
H 4.4482 0.2858 0.7174
H 4.5497 2.3792 0.2388
H 3.8715 1.6962 -1.2007
H 1.7961 2.6212 0.7481
H 3.6460 4.4019 -0.8139
H 2.0875 4.9224 -0.0537
H 3.4587 4.3119 0.9104
H 3.4965 -0.1664 2.4339
H 2.4250 1.3109 2.2743
H 0.7767 0.0597 1.4965
H 2.1375 -2.1181 3.0243
H 0.3760 -2.0439 2.6015
H 1.7775 -0.4968 4.7543
C -1.5797 3.1759 1.0899
C -1.3373 3.2047 -0.4072
O -2.5638 3.2403 -1.1390
C -3.1805 4.4298 -1.1617
O -2.7798 5.4418 -0.6446
O -4.3126 4.2931 -1.8487
C -5.1270 5.4704 -1.8865
H -2.2402 2.3487 1.3538
H -0.6373 3.0621 1.6313
H -2.0583 4.0932 1.4291
H -0.8311 2.2900 -0.7145
H -0.7009 4.0424 -0.6961
H -4.5615 6.3274 -2.2450
H -5.5366 5.6729 -0.8981
H -5.9426 5.2690 -2.5750
*
```

HOMO level (eV): -12.7
Kohn-Sham gap (eV): 9.52

The following is a quantum chemistry calculation of a molecular structure, C23H18BFeN7O6, from OMol25.

ORCA input file:
```
! RIJCOSX wB97M-V def2-TZVPD def2/J DEFGRID3
* xyz -2 1
Fe -0.5506 -0.5112 -0.0734
O 3.1498 -0.8177 -1.8075
C 1.9597 -0.7102 -1.4505
N 1.4605 -0.5567 -0.2395
C 2.4401 -0.4662 0.8059
C 3.1132 0.8858 0.9478
C 3.8428 1.1534 2.1121
C 4.4455 2.3836 2.2715
C 4.3127 3.3267 1.2592
C 3.5784 2.9695 0.1411
N 2.9923 1.7870 -0.0213
C 0.8763 -0.7559 -2.5005
C 1.1820 -1.0660 -3.8178
C 0.1578 -1.1477 -4.7411
C -1.1429 -0.9139 -4.3151
C -1.3612 -0.5995 -2.9863
N -0.3741 -0.5100 -2.0956
H 3.2480 -1.1935 0.6425
H 1.9614 -0.7094 1.7575
H 3.9055 0.3940 2.8826
H 5.0019 2.6127 3.1735
H 4.7553 4.3119 1.3367
H 3.4446 3.6773 -0.6724
H 2.2207 -1.2442 -4.0579
H 0.3628 -1.3978 -5.7758
H -1.9826 -0.9757 -4.9947
H -2.3585 -0.4114 -2.6117
B -2.5904 1.9757 -0.9636
N -3.2735 0.6637 -0.4594
C -4.5900 0.4221 -0.3700
C -4.7744 -0.8907 0.0221
C -3.4735 -1.3909 0.1560
N -2.5858 -0.4491 -0.1351
N -1.5028 2.3618 0.0704
C -1.3584 3.5019 0.7603
C -0.3607 3.3216 1.7015
C 0.0488 1.9969 1.5120
N -0.6380 1.4389 0.5253
H -3.4423 2.8425 -0.9730
H -2.1019 1.8102 -2.0591
H -5.2964 1.2060 -0.5872
H -5.7033 -1.4049 0.2001
H -3.1334 -2.3727 0.4427
H -1.9917 4.3471 0.5469
H 0.0073 4.0325 2.4215
H 0.7593 1.4067 2.0634
O -0.4077 -5.4638 3.4436
C -0.4246 -4.4733 2.7359
C -0.5748 -4.4592 1.2348
O -0.7054 -5.4436 0.5180
C -0.5459 -3.0483 0.8491
C -0.4345 -2.2240 2.0043
O -0.4362 -0.9570 1.9070
C -0.3137 -3.0452 3.2072
O -0.1568 -2.6804 4.3663
O -0.6406 -2.5395 -0.3102
*
```

HOMO level (eV): -1.2
Energy relative to the best compared isomer or geometry (same formula, charge and spin) (kJ/mol): 0.00
Kohn-Sham gap (eV): 5.78

The following is a quantum chemistry calculation of a single C2H3NO2 molecule in a non-equilibrium geometry, from OMol25.

ORCA input file:
```
! RIJCOSX wB97M-V def2-TZVPD def2/J DEFGRID3
* xyz 0 1
O 1.2891 -1.4231 -0.1517
C 1.2582 -0.2052 0.1007
N 0.0439 0.4652 -0.2737
C -1.1830 -0.1515 -0.0662
O -1.4949 -1.3069 -0.0036
H 2.0178 0.5102 0.1953
H -0.0224 1.4625 0.2207
H -1.9086 0.6487 -0.0215
*
```

HOMO level (eV): -10.1
SMILES: O=CNC=O
Energy relative to the best compared isomer or geometry (same formula, charge and spin) (kJ/mol): 114.28
Kohn-Sham gap (eV): 10.37

The following is a quantum chemistry calculation of a molecular structure, C25H36AsBiN5O2PS in a non-equilibrium geometry, from OMol25.

ORCA input file:
```
! RIJCOSX wB97M-V def2-TZVPD def2/J DEFGRID3
* xyz 2 1
Bi -1.1360 0.9817 0.0637
O -1.0275 0.7735 2.1614
C -1.0042 1.8478 3.0113
C -0.0768 1.8396 4.0715
C -0.0268 2.8682 4.9776
C -0.8606 3.9921 4.9019
C -1.7802 3.9886 3.8506
C -1.8988 2.9486 2.9318
C -2.9181 3.0569 1.9167
N -2.8466 2.5087 0.7816
C -3.9542 2.7006 -0.1582
C -3.6612 2.0084 -1.4335
N -3.1380 0.7049 -1.0839
C -3.3955 -0.3550 -1.7879
C -2.9471 -1.6737 -1.4794
C -3.5255 -2.7159 -2.1880
C -3.1284 -4.0346 -1.9773
C -2.2516 -4.2556 -0.9215
C -1.6878 -3.2425 -0.2237
C -1.9744 -1.9062 -0.4161
O -1.2928 -1.0198 0.3268
H 0.7441 1.1230 4.1955
H 0.6654 2.8290 5.8120
H -0.8818 4.8319 5.5630
H -2.4836 4.8129 3.8012
H -3.7210 3.6916 2.0808
H -4.2205 3.7666 -0.3947
H -4.9304 2.2310 0.1881
H -2.9346 2.5236 -2.0165
H -4.5167 1.9501 -2.0928
H -4.1415 -0.2435 -2.5701
H -4.2566 -2.4612 -2.9613
H -3.5283 -4.8529 -2.4842
H -1.9234 -5.2069 -0.6097
H -1.0089 -3.5801 0.5646
C -0.2130 -0.7561 -5.4938
As 0.4101 0.4083 -4.1665
C -0.6059 2.0738 -4.3289
C 2.0647 1.0960 -4.8845
S 0.5558 -0.5435 -2.3110
H -0.6025 -0.2743 -6.3659
H -0.9328 -1.3721 -4.9930
H 0.6343 -1.4113 -5.7598
H -0.2656 2.4157 -5.2993
H -0.2405 2.7137 -3.5294
H -1.6610 1.9410 -4.2328
H 1.8831 1.5684 -5.8315
H 2.9023 0.3741 -4.9487
H 2.4355 1.9204 -4.2371
C 3.5346 -3.0026 1.5131
N 4.1857 -1.8299 0.6736
C 4.8684 -0.9490 1.7228
N 3.9937 -0.5696 2.7784
C 3.3387 -1.7099 3.4615
N 2.6713 -2.5628 2.5370
C 1.4055 -1.8799 2.0647
P 1.7335 -0.3716 1.1145
C 3.0906 -1.0797 -0.0880
C 2.9699 0.3617 2.3121
H 4.3918 -3.5863 1.8279
H 2.9929 -3.6382 0.7647
H 4.7788 -2.2705 -0.0128
H 5.2647 -0.1472 1.1150
H 5.7184 -1.5328 2.1322
H 2.6216 -1.2465 4.1499
H 4.1346 -2.3059 3.9893
H 0.7857 -1.6389 2.9633
H 0.8236 -2.5946 1.4145
H 3.4974 -0.2082 -0.6287
H 2.7229 -1.7657 -0.8507
H 2.3168 0.7183 3.1624
H 3.4638 1.2245 1.8642
*
```

HOMO level (eV): -13.0
Energy relative to the best compared isomer or geometry (same formula, charge and spin) (kJ/mol): 56.82
Kohn-Sham gap (eV): 7.84